(1)
Molecular formula: C21H44O13
Method: DFT, ωB97M-V with the def2-TZVPD basis set

Last column: Mulliken charge in e.
Geometry (Å):
O  6.575058  1.550329  -1.176845  -0.639
C  5.535784  2.211694  -1.210315  0.540
O  4.739361  2.414856  -0.207150  -0.341
C  3.593035  3.167545  -0.580163  -0.166
C  3.488734  2.792929  -2.004835  0.247
C  4.973448  2.733943  -2.497907  -0.530
H  3.804105  4.190835  -0.269619  0.293
H  2.683310  2.839166  -0.077507  -0.051
H  2.984935  3.634208  -2.480816  0.162
H  2.899755  1.890971  -2.171203  -0.124
H  5.637352  3.591340  -2.608368  0.301
H  5.219547  1.992020  -3.257561  0.283
O  0.668820  2.368835  -3.296613  -0.536
C  0.902385  2.361720  -4.473175  0.389
O  0.977102  1.170952  -5.094440  -0.312
C  1.185969  1.273639  -6.528451  -0.402
C  0.934687  2.803284  -6.783008  -0.621
C  1.098236  3.534171  -5.488334  -0.368
H  0.422325  0.727980  -7.082718  0.278
H  2.142022  0.927237  -6.920960  0.289
H  0.106089  2.980350  -7.468704  0.375
H  1.771656  3.220143  -7.343193  0.264
H  0.282220  4.256147  -5.519438  0.286
H  2.076599  3.987260  -5.328284  0.336
O  -1.363135  -1.771366  1.166895  -0.778
C  -1.077152  -0.691593  0.599979  0.843
O  -0.540851  0.216023  1.358284  -0.037
C  -0.162238  1.333943  0.611361  -0.543
C  -0.275702  0.911827  -0.885356  0.415
C  -1.212133  -0.224049  -0.727850  -0.405
H  0.835692  1.618104  0.945238  0.241
H  -0.920878  2.047980  0.931868  0.170
H  0.599588  0.643342  -1.476859  -0.439
H  -0.667650  1.796885  -1.386510  0.318
H  -1.127681  -1.102684  -1.367356  0.000
H  -2.237260  0.069892  -0.953250  0.111
O  -1.116103  -3.859096  5.891402  -0.765
C  -0.130861  -3.393474  5.245506  0.517
O  -0.354952  -2.291756  4.467820  -0.072
C  0.889217  -1.874949  3.821323  -0.064
C  1.901006  -2.560970  4.715585  -0.819
C  1.312742  -3.819027  5.320227  -0.479
H  1.149342  -0.816445  3.819232  0.236
H  0.715093  -2.355462  2.858572  0.124
H  2.106272  -1.825958  5.493864  0.322
H  2.845098  -2.773067  4.213777  0.388
H  1.576115  -3.968113  6.367370  0.281
H  1.476774  -4.754832  4.785936  0.305
C  -3.028433  -3.673158  -0.704210  -0.509
O  -2.253507  -4.235498  0.457089  -0.587
H  -2.453722  -3.386201  -1.584821  0.099
H  -3.747929  -4.457722  -0.938475  0.338
H  -3.469883  -2.702609  -0.477776  0.192
H  -1.877815  -3.426496  0.811995  0.622
C  -3.883645  -2.624282  4.141472  -0.323
O  -3.507492  -2.804894  5.584382  -0.545
H  -4.010323  -3.556932  3.591724  0.314
H  -4.796365  -2.028754  4.122355  0.310
H  -3.125054  -2.107072  3.554002  -0.109
H  -2.682899  -3.283706  5.473157  0.438
C  -4.078159  2.208997  0.451285  -0.489
O  -4.064035  1.531680  -0.793752  -0.474
H  -3.040002  2.434923  0.694768  0.079
H  -4.740651  3.062615  0.307917  0.382
H  -4.356783  1.657521  1.349252  0.257
H  -4.929649  1.439254  -1.198435  0.275
C  0.827623  -2.341621  -3.241357  -0.657
O  1.732974  -1.715926  -2.240706  -0.535
H  0.040845  -3.030481  -2.933853  0.295
H  0.324240  -1.549033  -3.794983  0.249
H  1.298615  -2.879866  -4.063891  0.362
H  1.152921  -1.242716  -1.639703  0.244
C  -1.361455  0.875614  4.365336  -0.188
O  -2.551504  1.519072  4.745512  -0.612
H  -0.740436  0.579675  5.210829  0.271
H  -1.702222  0.031554  3.765720  -0.031
H  -0.740890  1.593301  3.828766  0.185
H  -3.157242  0.936054  5.208948  0.331

Forces on the atoms, in the same order (eV/Å):
-1.610 1.388 0.851
3.268 -3.007 -1.882
-0.066 -0.318 2.992
0.021 -0.593 0.616
0.077 2.873 -2.758
-0.528 -1.157 1.433
-0.225 0.255 -0.624
0.357 -0.184 0.525
-0.462 -0.280 -0.443
0.433 -0.038 0.011
-0.946 0.813 -0.659
-0.242 0.245 -0.043
0.207 0.656 -0.189
-0.508 0.464 0.102
0.613 -0.674 -1.168
-1.167 1.835 -0.185
2.662 -0.592 -2.184
-1.670 -1.265 0.834
-0.093 -0.313 0.539
0.247 -0.015 0.852
-0.523 0.126 0.873
0.102 -0.473 -0.723
0.277 0.262 1.171
-0.169 0.030 -0.086
0.315 2.197 -1.949
-1.009 -4.111 4.373
1.065 -0.154 1.375
0.622 0.618 -0.425
0.161 1.667 0.410
-1.715 -1.064 -3.257
-0.098 0.241 -0.094
0.396 0.773 -0.636
0.438 0.196 0.694
-0.266 -0.427 -0.330
0.508 0.117 -0.415
-0.326 0.189 0.497
3.891 0.883 -2.282
-4.585 -0.590 2.251
0.441 -0.158 0.988
-0.410 -2.252 0.232
2.082 0.096 -0.266
-0.990 0.882 -0.174
-1.043 0.037 -0.236
0.862 0.683 -0.475
0.183 -0.222 0.272
0.058 0.235 -0.101
-0.039 -0.031 -0.117
-0.014 0.158 -0.191
0.760 -0.813 1.495
-1.298 0.962 -2.425
0.703 -0.756 -0.127
-0.106 0.422 -0.184
-0.581 -0.257 0.676
0.413 0.200 0.453
0.168 0.178 1.507
-1.164 0.492 -3.019
-0.332 -0.312 0.409
-0.024 -0.187 -0.013
0.320 0.351 0.343
0.563 -0.177 0.790
-0.129 0.200 -0.138
0.582 -0.871 -0.145
-0.063 0.700 -0.426
0.431 0.411 0.651
-0.682 -0.598 -0.317
-0.139 0.130 0.404
0.038 1.194 -0.425
-1.106 -1.600 -1.484
0.224 0.049 1.068
-0.185 0.343 0.185
1.103 0.033 0.610
-0.033 -0.059 0.056
-0.459 -0.370 0.043
-0.428 1.329 0.390
-0.165 -0.395 0.237
1.029 -0.235 -0.201
-0.310 -0.042 -0.405
0.288 -0.324 -0.008

Results
- E_tot (Eh) = -1804.50697
- SMILES = O=C1CCCO1.O=C1CCCO1.O=C1CCCO1.O=C1CCCO1.CO.CO.CO.CO.CO
- total charge = 0
- gap between HOMO and LUMO (Ha) = 0.3355
- relative energy (zero: lowest compared OMol25 entry of this formula, charge and spin) (kcal/mol) = 86.8
- F_max (Eh/bohr) = 0.1184
- HOMO level (eV) = -9.00

---

(2)
Molecular formula: C21H45AgClNbO
Method: DFT, ωB97M-V with the def2-TZVPD basis set

Last column: Mulliken charge in e.
Geometry (Å):
C  1.083760  1.530265  -5.276342  -0.849
C  1.899948  2.083018  -4.246505  -0.022
C  1.205147  2.470462  -2.917514  -0.654
Nb  2.270259  1.729069  -1.055316  -1.024
Cl  3.404288  0.901713  1.024999  -0.381
C  1.074723  -0.231360  -1.042827  -0.679
C  1.231929  -1.046254  -2.364966  -0.119
C  0.133839  -2.176560  -2.478732  -0.777
C  -1.273002  -1.535483  -2.851454  -0.796
C  -2.188857  -1.709981  -1.595529  0.061
C  -3.683302  -1.265215  -1.813422  -0.947
C  -4.202751  -0.654823  -0.391535  -0.452
C  -3.957232  -1.670156  0.799166  -0.664
C  -3.033273  -1.068092  1.931498  -1.062
C  -1.600300  -1.684646  1.987496  0.495
C  -1.554571  -3.231617  2.187408  -0.519
C  -0.061324  -3.683614  2.413287  -0.607
C  0.321941  -3.916188  3.913295  -0.559
C  -0.221559  -2.827293  4.901977  -0.983
C  3.630549  3.543427  -0.942354  -0.675
C  3.026358  4.788072  -0.218497  -0.523
C  2.577025  4.555722  1.249570  -0.350
O  3.671827  4.432436  2.154683  -0.347
C  3.173864  4.436611  3.495566  -0.683
H  1.263002  0.533922  -5.726347  0.284
H  0.236595  2.105322  -5.709894  0.270
H  2.966865  2.234519  -4.479543  0.338
H  0.970396  3.569465  -2.869124  0.483
H  0.212202  1.946736  -2.923626  0.198
H  0.919519  2.474540  -0.096599  0.126
H  3.529280  0.844695  -2.070544  0.123
H  1.474979  -0.868996  -0.219664  0.935
H  0.027608  0.039480  -0.782645  0.213
H  2.260093  -1.446315  -2.487494  0.531
H  1.028618  -0.345957  -3.211388  -0.395
H  0.051965  -2.672968  -1.478696  0.258
H  0.451669  -2.958537  -3.194531  0.524
H  -1.129128  -0.450440  -3.062877  0.323
H  -1.643311  -2.078587  -3.748220  0.470
H  -1.779199  -1.061888  -0.796660  -0.418
H  -2.209180  -2.784794  -1.310259  0.384
H  -4.351426  -2.162383  -2.106292  0.518
H  -3.782301  -0.459783  -2.633170  0.645
H  -3.622948  0.287658  -0.251736  0.390
H  -5.313083  -0.336383  -0.424617  0.288
H  -3.642500  -2.670483  0.446904  0.395
H  -4.964385  -1.813490  1.261238  0.504
H  -3.561497  -1.137908  2.903829  0.389
H  -2.927035  0.020384  1.713368  0.380
H  -1.089167  -1.224506  2.865922  0.436
H  -0.970131  -1.414769  1.106053  -0.628
H  -1.896620  -3.735635  1.255620  0.352
H  -2.153496  -3.603432  3.042547  0.325
H  0.654496  -2.954560  1.958868  0.136
H  0.134397  -4.643411  1.877616  0.368
H  0.013769  -4.930604  4.261866  0.287
H  1.433759  -3.907530  4.024149  0.355
H  -1.329959  -2.789905  4.814637  0.234
H  0.177292  -1.823859  4.644907  0.220
H  0.029867  -3.067365  5.959012  0.369
H  3.819338  3.845298  -2.007983  0.368
H  4.628508  3.251962  -0.541065  0.516
H  2.208738  5.282370  -0.788807  0.314
H  3.850097  5.547432  -0.175145  0.363
H  1.997010  5.468499  1.553914  0.334
H  1.891936  3.693090  1.398474  0.333
H  3.730028  5.183573  4.100574  0.242
H  3.282050  3.434005  3.973336  0.233
H  2.085630  4.675405  3.540829  0.339
Ag  -5.893630  -0.863382  -2.470690  0.470

Forces on the atoms, in the same order (eV/Å):
1.082 0.550 1.131
-2.121 -0.697 -1.438
0.189 0.765 -1.104
2.191 0.694 1.671
-0.897 0.720 -1.488
-0.328 -2.434 -0.112
-0.579 0.726 -0.462
0.060 0.810 0.648
0.744 -0.893 0.829
-0.647 0.036 -1.651
-0.537 0.680 1.122
0.372 -0.582 -0.981
-1.171 0.915 0.497
0.277 0.004 -0.951
-0.299 -0.149 1.016
1.176 0.013 -0.602
0.176 -0.449 0.207
0.460 0.412 0.547
-0.251 -0.436 -0.420
0.982 1.850 -0.574
0.283 -0.537 0.676
-0.478 0.886 0.195
-0.619 0.112 -0.126
-0.049 -0.304 0.635
0.933 1.286 -0.760
-0.409 -0.961 1.509
-0.204 -1.102 1.066
0.347 -0.638 0.398
0.669 0.452 0.123
-1.016 -0.342 -0.365
-0.638 -0.411 -0.492
-0.075 0.890 -0.289
0.700 0.244 -0.371
-0.666 0.308 0.282
0.456 -0.580 0.342
0.060 0.201 -0.741
-0.175 0.563 0.236
-0.249 -0.754 -0.091
-0.128 0.590 0.567
-0.289 -0.634 -0.258
0.224 0.850 0.101
1.203 0.370 0.312
0.704 -0.746 0.790
-0.530 -0.632 -0.028
1.117 -0.270 0.241
0.003 0.657 0.120
0.736 -0.120 -0.320
0.511 -0.169 -0.476
-0.082 -0.626 0.320
-0.291 -0.230 -0.650
-0.590 -0.190 0.507
-0.057 0.263 0.621
0.041 0.407 -0.565
-0.641 -0.306 0.336
-0.215 0.647 0.327
-0.052 0.734 -0.340
-0.732 -0.106 -0.305
0.643 0.128 0.258
-0.157 -0.571 0.236
-0.098 0.173 -0.774
-0.479 -0.706 0.513
-0.955 -0.231 0.099
0.406 -0.657 0.323
-0.441 -0.569 -0.056
0.298 -0.598 -0.315
0.360 0.322 -0.463
-0.290 -0.444 -0.428
0.107 0.599 -0.435
0.728 0.027 -0.113
-0.804 0.192 -0.255

Results
- E_tot (Eh) = -1565.79887
- total charge = +1
- expectation value of S² = 0.78
- 2S+1 = 2
- gap between HOMO and LUMO (alpha / beta) (Ha) = 0.1418 / 0.1387
- F_max (Eh/bohr) = 0.0553
- HOMO level (alpha / beta) (eV) = -9.66 / -9.58

---

Which of these has the lowest total charge? C21H44O13

---

Among the records above, which one has the highest F_max? C21H44O13

---

The highest F_max belongs to which entry? C21H44O13